Entry from the Open Molecules 2025 dataset: 2 unconnected molecules or ions with the total composition C4H8Cl2Si at a distorted geometry (ωB97M-V/def2-TZVPD).

Output
LUMO level (spin up / spin down) = -1.3 / -0.2 eV
orbital gap (spin up / spin down) = 7.60 / 8.02 eV
relative energy (zero: lowest compared OMol25 entry of this formula, charge and spin) = 138.9 kcal/mol
E_tot = -1366.960883 hartree

```
15
Properties=species:S:1:pos:R:3:forces:R:3:lowdin_charge:R:1
C -2.183131 0.162354 -0.001052 -0.5690 -0.2372 0.6315 -0.297
C -1.429127 0.543070 -0.978730 0.5525 0.0830 -0.2618 0.113
C -3.675219 0.013329 -0.069739 0.0095 0.0077 -0.0769 -0.125
C 3.031021 -0.765936 0.759552 0.1561 0.2186 -0.1581 -0.814
Si 2.678230 0.533454 -0.605067 -0.6267 -0.9453 0.5222 0.238
Cl 3.389291 -2.340365 -0.004288 -0.0119 -0.0795 -0.1588 0.454
Cl 2.783995 2.371666 0.247609 0.1196 0.5373 0.2064 0.218
H -1.769250 -0.089802 0.983105 0.2456 0.0706 -0.1849 0.097
H -0.375439 0.687933 -1.161668 0.0461 0.0710 -0.1034 -0.032
H -4.038926 0.280372 -1.056105 -0.1178 0.0104 -0.0816 0.068
H -4.153375 0.651352 0.671201 -0.0750 0.0336 0.0551 0.069
H -3.954455 -1.017488 0.145802 -0.0701 -0.0409 0.0134 0.070
H 3.905794 -0.499363 1.355672 -0.0703 0.0977 -0.0514 0.021
H 2.194917 -0.928338 1.435025 -0.0588 0.1571 -0.0471 0.017
H 3.595674 0.397765 -1.721319 0.4702 0.0160 -0.3045 -0.096
```
Positions in Å, forces in eV/Å.

Entry from the Open Molecules 2025 dataset: C4H8ClF in the gas phase at a distorted geometry (ωB97M-V/def2-TZVPD).

Output
LUMO level = 0.9 eV
orbital gap = 11.68 eV
SMILES = CC[C@](C)(F)Cl
relative energy (zero: lowest compared OMol25 entry of this formula, charge and spin) = 25.3 kcal/mol
E_tot = -717.233936 hartree

```
14
Properties=species:S:1:pos:R:3:forces:R:3:lowdin_charge:R:1
C 1.007137 1.342875 -1.199917 0.3613 1.1713 -1.9816 -0.148
C -0.268063 0.494596 -1.296309 2.9248 0.1587 4.4972 -0.227
C -0.534817 -0.062729 0.153546 0.2216 0.7160 -1.7595 -0.723
C -1.748565 -0.984620 0.089518 1.2943 -0.7992 1.1911 -0.051
F -0.741312 0.981911 1.047727 0.4001 -0.8896 -0.7234 -0.020
Cl 1.123191 -0.903737 0.656606 -1.9690 0.0348 0.2224 0.566
H 1.853009 0.933529 -0.625963 -0.9246 0.3910 0.2563 0.019
H 0.781274 2.445719 -0.992046 0.4768 -1.6902 -0.0701 0.104
H 1.423494 1.262936 -2.210063 0.1001 0.7216 -0.1462 0.065
H -0.277424 -0.255129 -2.026298 0.3674 -1.3344 -0.7716 0.095
H -1.059727 1.106674 -1.460281 -2.5755 1.9158 -0.6721 0.079
H -1.992195 -1.210603 -0.950329 -0.1558 0.2033 0.2277 0.080
H -1.270068 -1.878638 0.515400 -1.2146 -0.3274 0.0808 0.061
H -2.614967 -0.618895 0.676701 0.6932 -0.2717 -0.3510 0.100
```
Positions in Å, forces in eV/Å.

Entry from the Open Molecules 2025 dataset: C4H8ClN in the gas phase at a distorted geometry (ωB97M-V/def2-TZVPD).

Output
LUMO level = 1.1 eV
orbital gap = 10.13 eV
SMILES = CN1CC(Cl)C1
relative energy (zero: lowest compared OMol25 entry of this formula, charge and spin) = 27.8 kcal/mol
E_tot = -672.092477 hartree

```
14
Properties=species:S:1:pos:R:3:forces:R:3:lowdin_charge:R:1
C 1.080208 0.175559 2.335523 1.2851 -1.8197 -0.9061 -0.072
N 0.169234 -0.523741 1.394945 1.1599 0.3473 1.9524 -0.220
C -0.787324 0.377471 0.785670 -0.1475 -0.7367 -0.5483 -0.213
C -0.532003 -0.352612 -0.522282 -0.5545 -1.5788 -0.3039 -0.667
Cl -0.461219 0.508789 -2.066528 0.1542 0.1896 0.1459 0.575
C 0.789777 -0.917936 0.160631 0.1825 0.1657 -2.0024 -0.186
H 2.179199 -0.064502 2.098702 -1.5405 0.0588 0.2701 0.101
H 1.009947 1.249817 2.189239 -0.2676 0.1812 0.6812 0.074
H 0.851170 -0.289344 3.282499 0.1940 0.9335 0.8140 0.071
H -1.769714 0.454849 1.249206 -0.1776 -0.4267 -0.2440 0.121
H -0.410535 1.348359 0.699889 0.7577 1.8829 -0.0219 0.079
H -1.339364 -1.095129 -0.639074 0.7630 -0.0580 -0.1399 0.097
H 1.132130 -1.992947 0.003883 -0.8912 1.1629 0.3558 0.126
H 1.699314 -0.289218 -0.075227 -0.9175 -0.3021 -0.0526 0.115
```
Positions in Å, forces in eV/Å.

Entry from the Open Molecules 2025 dataset: a molecular structure, C4H8ClN at a distorted geometry (ωB97M-V/def2-TZVPD).

Output
LUMO level = 0.9 eV
orbital gap = 9.71 eV
relative energy (zero: lowest compared OMol25 entry of this formula, charge and spin) = 76.1 kcal/mol
E_tot = -672.015411 hartree

```
14
Properties=species:S:1:pos:R:3:forces:R:3:lowdin_charge:R:1
C 0.571967 -1.808935 -0.780827 -0.7394 5.6053 0.8311 -0.188
C 0.952519 0.848953 -0.415459 -1.2331 2.7324 1.2412 -0.121
C -0.913665 -0.221480 1.090222 -2.4204 1.5244 -0.7123 -0.114
C -0.239406 -0.046553 -0.277383 1.7680 -4.5400 0.0077 -0.286
N 0.777783 -2.562677 0.153265 -1.0976 -1.1186 1.4801 -0.459
Cl 1.408978 -4.107717 -0.202869 0.9000 -0.8597 -0.2638 0.532
H 1.057785 -1.579374 -1.711409 -0.1179 -1.0265 -0.9278 0.088
H 1.866077 0.398042 -0.095549 0.5692 -0.2704 0.4878 0.061
H 0.681104 1.716607 0.299244 0.9418 -1.0494 -0.8774 0.101
H 1.161116 1.370472 -1.357677 -0.4582 -0.5814 -0.1400 0.075
H -1.983970 -0.719011 0.967603 2.2208 1.2110 0.2904 0.115
H -0.352654 -0.857889 1.706886 0.8882 -1.0544 0.8291 0.024
H -0.997763 0.775799 1.695749 -0.0648 -1.5956 -1.3549 0.101
H -0.854700 -0.238653 -1.109602 -1.1566 1.0228 -0.8912 0.070
```
Positions in Å, forces in eV/Å.